# 1
8 unconnected molecules or ions with the total composition C25H48F18N3O11P, computed with wB97M-V/def2-TZVPD.

The geometry in ORCA input format:
```
! RIJCOSX wB97M-V def2-TZVPD def2/J DEFGRID3
* xyz -2 1
C 4.930 0.729 -5.197
C 4.184 0.280 -4.008
O 3.399 0.960 -3.348
N 4.442 -1.215 -3.523
H 5.187 -1.627 -4.066
H 4.850 -1.177 -2.600
C 3.146 -2.102 -3.566
H 4.453 1.663 -5.494
H 4.835 -0.082 -5.919
H 5.991 0.922 -5.036
H 2.319 -1.668 -3.004
H 3.448 -2.987 -3.006
H 2.815 -2.304 -4.585
C -3.143 -0.927 3.265
C -4.192 -1.589 2.401
O -4.231 -1.309 1.188
N -5.011 -2.603 3.161
H -4.903 -3.554 2.840
H -4.619 -2.614 4.092
C -6.507 -2.191 3.065
H -2.515 -1.617 3.829
H -3.613 -0.213 3.942
H -2.396 -0.397 2.674
H -6.576 -1.113 3.207
H -7.151 -2.789 3.711
H -6.831 -2.499 2.070
C 2.417 0.541 0.075
C 1.218 1.167 0.646
O 1.251 2.286 1.148
N -0.077 0.375 0.417
H -0.097 0.038 -0.535
H -0.102 -0.473 0.964
C -1.366 1.194 0.691
H 3.333 0.960 0.493
H 2.415 0.507 -1.015
H 2.385 -0.453 0.522
H -2.198 0.492 0.619
H -1.415 2.109 0.102
H -1.281 1.528 1.725
C -0.676 -0.256 -3.000
O -0.243 1.053 -2.522
O -0.150 -1.287 -2.173
C -2.209 -0.280 -3.213
F -2.679 -1.547 -3.496
F -2.704 0.161 -2.084
F -2.658 0.505 -4.219
C -0.448 2.215 -3.314
C 0.573 3.335 -2.852
H 0.213 4.161 -3.465
H 0.499 3.535 -1.783
H 1.640 3.203 -3.035
H -1.501 2.423 -3.129
H -0.323 2.118 -4.393
H -0.327 -0.344 -4.030
C 0.448 -2.451 2.633
O 0.824 -1.131 2.978
O -0.530 -2.228 1.674
C 1.664 -3.412 2.263
F 2.385 -3.772 3.326
F 1.207 -4.572 1.773
F 2.542 -2.889 1.381
C 1.761 -0.867 4.052
C 1.418 0.460 4.687
H 1.773 1.211 3.982
H 0.381 0.794 4.735
H 1.760 0.463 5.722
H 2.778 -0.871 3.660
H 1.625 -1.566 4.877
H -0.044 -2.904 3.494
C 6.475 -0.766 -0.015
O 7.802 -0.401 -0.377
O 5.915 -1.526 -1.076
C 6.276 -1.207 1.532
F 7.187 -0.747 2.299
F 5.111 -0.854 1.975
F 6.292 -2.497 1.610
C 8.412 0.783 0.121
C 9.806 0.646 -0.498
H 10.156 -0.366 -0.295
H 9.796 0.761 -1.582
H 10.444 1.461 -0.157
H 8.574 0.799 1.198
H 8.023 1.754 -0.182
H 5.944 0.182 -0.103
C -7.320 -0.330 -1.623
O -6.644 0.936 -1.694
O -8.543 -0.070 -2.114
C -6.498 -1.439 -2.389
F -6.212 -1.003 -3.609
F -5.367 -1.768 -1.651
F -7.171 -2.638 -2.428
C -5.620 1.257 -0.704
C -5.197 2.742 -0.970
H -4.529 2.855 -1.824
H -6.057 3.396 -1.112
H -4.632 3.138 -0.125
H -4.707 0.664 -0.647
H -6.115 1.274 0.267
H -7.402 -0.620 -0.575
P -4.598 2.844 2.887
F -5.185 4.128 3.716
F -3.327 2.807 3.896
F -5.313 1.791 3.925
F -3.912 1.645 1.984
F -5.906 2.960 1.893
F -3.751 3.900 1.968
*
```

## Properties
Highest occupied orbital energy: -1.355 eV
Orbital gap: 3.985 eV

***

# 2
C3H9NSi in the gas phase, computed with wB97M-V/def2-TZVPD.

The geometry in ORCA input format:
```
! RIJCOSX wB97M-V def2-TZVPD def2/J DEFGRID3
* xyz 0 1
C -0.468 -0.096 -0.343
C 0.754 2.083 0.183
C 0.202 1.092 -0.867
N 0.021 -1.266 -0.343
Si -0.594 -2.673 0.425
H -1.488 0.091 0.030
H -0.053 2.333 0.887
H 1.320 2.936 -0.197
H 1.473 1.586 0.850
H 1.109 0.879 -1.361
H -0.342 1.855 -1.453
H 0.487 -3.578 0.018
H -1.918 -3.075 0.395
H -0.502 -2.167 1.775
*
```

## Properties
Highest occupied orbital energy: -9.272 eV
Energy relative to the best compared isomer or geometry (same formula, charge and spin): 110.2 kJ/mol
Orbital gap: 10.060 eV
Structure (SMILES): CC/C=N/[SiH3]

***

# 3
A molecular structure, C27H28BCeN4O2, computed with wB97M-V/def2-TZVPD.

The geometry in ORCA input format:
```
! RIJCOSX wB97M-V def2-TZVPD def2/J DEFGRID3
* xyz 0 2
Ce 0.373 0.727 -0.389
C -1.876 2.595 -2.893
C -1.515 3.018 -1.500
C -2.492 3.076 -0.504
C -2.205 3.590 0.749
C -0.930 4.055 1.034
C 0.059 4.002 0.061
C -0.225 3.485 -1.206
H -2.086 3.472 -3.507
H -2.763 1.970 -2.880
H -1.067 2.042 -3.364
H -3.493 2.738 -0.729
H -2.977 3.653 1.501
H -0.707 4.462 2.008
H 1.039 4.412 0.275
H 0.522 3.538 -2.002
C 4.708 2.900 -0.135
C 5.492 1.939 0.478
C 4.958 0.690 0.717
C 3.642 0.391 0.343
C 2.780 1.367 -0.245
C 3.391 2.616 -0.464
C 3.126 -0.972 0.570
C 3.994 -2.091 0.679
C 3.492 -3.337 0.913
C 2.097 -3.517 1.052
C 1.483 -4.759 1.308
C 0.122 -4.850 1.428
C -0.675 -3.700 1.305
C -0.110 -2.479 1.054
C 1.289 -2.358 0.909
N 1.810 -1.131 0.673
H 5.124 3.875 -0.349
H 6.506 2.164 0.777
H 5.562 -0.038 1.239
H 2.814 3.410 -0.938
H 5.055 -1.946 0.555
H 4.147 -4.191 1.009
H 2.103 -5.635 1.434
H -0.349 -5.798 1.641
H -1.745 -3.777 1.425
H -0.715 -1.574 0.992
C -4.037 -1.840 -1.602
C -2.803 -1.065 -1.267
N -2.684 -0.183 -0.338
O -3.848 0.159 0.344
C -1.541 -1.296 -1.964
C -1.127 -2.653 -2.439
N -0.810 -0.226 -2.001
O 0.481 -0.286 -2.341
H -4.912 -1.363 -1.164
H -3.949 -2.848 -1.196
H -4.154 -1.917 -2.680
H -3.557 0.515 1.209
H -1.693 -2.947 -3.322
H -1.279 -3.402 -1.664
H -0.069 -2.604 -2.693
B -2.695 0.571 3.351
C -1.498 0.787 2.409
N -0.640 0.975 1.642
H -3.093 -0.554 3.189
H -3.519 1.394 3.032
H -2.329 0.748 4.474
*
```

## Properties
Highest occupied orbital energy (spin up / spin down): -7.848 / -8.206 eV
Energy relative to the best compared isomer or geometry (same formula, charge and spin): 51.0 kJ/mol
Orbital gap (spin up / spin down): 7.439 / 7.801 eV
Expectation value of S²: 0.75

***

# 4
A molecular structure, C34H35Br2N5NiOS, computed with wB97M-V/def2-TZVPD.

The geometry in ORCA input format:
```
! RIJCOSX wB97M-V def2-TZVPD def2/J DEFGRID3
* xyz 0 3
Ni 0.417 -1.593 -0.307
C -1.533 -1.853 2.688
C -0.076 -1.616 2.955
C 0.385 -1.409 4.274
C 1.717 -1.241 4.516
C 2.640 -1.302 3.448
C 4.040 -1.176 3.568
Br 4.837 -0.863 5.269
C 4.849 -1.264 2.468
C 4.298 -1.494 1.208
Br 5.438 -1.624 -0.309
C 2.925 -1.638 0.984
O 2.400 -1.860 -0.165
C 2.097 -1.509 2.159
N 0.762 -1.630 1.941
H -1.880 -2.702 3.281
H -1.686 -2.067 1.632
H -2.129 -0.979 2.956
H -0.333 -1.381 5.083
H 2.084 -1.069 5.519
H 5.920 -1.155 2.572
S 0.871 4.894 -1.142
C 0.955 3.111 -1.280
C -0.029 2.416 -1.968
C 0.039 1.035 -2.000
N 1.000 0.332 -1.400
C 1.972 1.015 -0.789
C 1.988 2.396 -0.692
C 2.202 5.272 -2.284
C 3.499 5.461 -1.835
C 4.478 5.753 -2.776
N 4.233 5.868 -4.077
C 2.983 5.690 -4.491
C 1.929 5.392 -3.638
H -0.844 2.938 -2.449
H -0.725 0.469 -2.511
H 2.771 0.431 -0.349
H 2.782 2.899 -0.158
H 3.743 5.390 -0.784
H 5.508 5.904 -2.472
H 2.817 5.793 -5.558
H 0.925 5.258 -4.015
C 1.011 -6.122 -0.218
C 0.550 -4.758 -0.077
N 0.180 -3.681 0.031
H 0.595 -6.556 -1.127
H 0.691 -6.713 0.638
H 2.098 -6.132 -0.283
C -5.690 0.743 1.042
C -4.186 0.682 0.979
C -3.413 1.549 1.738
C -2.023 1.442 1.710
C -1.171 2.370 2.537
C -1.435 0.502 0.892
C -2.174 -0.366 0.035
C -3.579 -0.263 0.159
N -1.491 -1.231 -0.780
C -2.146 -1.963 -1.875
C -3.054 -1.100 -2.772
C -2.937 -3.176 -1.345
C -1.039 -2.472 -2.814
H -6.022 1.549 1.696
H -6.101 -0.197 1.417
H -6.108 0.911 0.048
H -3.889 2.295 2.367
H -1.724 2.745 3.398
H -0.862 3.231 1.938
H -0.267 1.869 2.890
H -0.357 0.410 0.900
H -4.227 -0.962 -0.349
H -3.873 -0.627 -2.241
H -3.475 -1.735 -3.554
H -2.477 -0.312 -3.261
H -3.761 -2.866 -0.704
H -2.275 -3.807 -0.753
H -3.345 -3.764 -2.173
H -0.554 -1.633 -3.317
H -1.455 -3.129 -3.579
H -0.278 -3.025 -2.265
*
```

## Properties
Highest occupied orbital energy (spin up / spin down): -6.624 / -6.586 eV
Orbital gap (spin up / spin down): 6.718 / 6.526 eV
Expectation value of S²: 2.00

***

M (computed, g mol⁻¹): 939.61, 87.20, 591.48, 780.26